Record 1
The following is a quantum chemistry calculation of C57H63BrGe2IPPdS4 as an isolated structure, from the Open Molecules 2025 dataset.

Geometry (Å):
Pd: 1.212776 0.304649 -1.782803
C: 5.237707 -4.699403 -3.282051
C: 4.268609 -4.286831 -2.234442
C: 2.890868 -4.399570 -2.485195
C: 1.969620 -4.072195 -1.534847
C: 0.515554 -4.296019 -1.752651
C: 2.413393 -3.475258 -0.247678
C: 3.867094 -3.481992 0.010999
C: 4.362884 -3.110055 1.359419
C: 4.729710 -3.833347 -0.992738
C: 1.532351 -3.865468 0.917380
C: 1.707884 -5.145928 1.434476
C: 0.828603 -5.626005 2.395455
C: -0.241771 -4.850175 2.812497
C: -0.438634 -3.572428 2.296261
C: 0.469474 -3.085653 1.360876
Ge: 0.520405 -1.271283 0.720543
S: 2.381132 -1.607780 -0.491720
S: 0.716089 0.466401 2.049260
Ge: -0.464044 1.585903 0.490191
S: 0.796748 2.448493 -1.118506
S: -0.970563 -0.357576 -0.690614
C: -1.743766 2.919091 1.105783
C: -2.792264 3.243528 0.232333
C: -3.631804 4.304700 0.541795
C: -3.432521 5.046218 1.695166
C: -2.395343 4.724268 2.550746
C: -1.536240 3.662583 2.275241
C: -0.439159 3.377815 3.243380
C: 0.856931 3.850874 3.030980
C: 1.228528 4.689608 1.837316
C: 1.843398 3.565882 3.974458
C: 1.566939 2.846648 5.124654
C: 2.629509 2.569470 6.146691
C: 0.253834 2.425012 5.338477
C: -0.753068 2.687758 4.427567
C: -2.163695 2.263165 4.720280
C: -3.043399 2.447778 -1.000374
C: -2.664162 2.944219 -2.253368
C: -2.036126 4.301091 -2.403155
C: -2.900212 2.165183 -3.379922
C: -3.508882 0.919113 -3.298507
C: -3.738767 0.085092 -4.526171
C: -3.920084 0.468193 -2.048005
C: -3.705221 1.216047 -0.898885
C: -4.224888 0.724086 0.424389
C: -1.622940 -2.765932 2.690583
C: -1.652442 -2.100420 3.917201
C: -0.486222 -2.107009 4.866645
C: -2.808175 -1.409937 4.267441
C: -3.915141 -1.359656 3.435283
C: -5.154035 -0.614337 3.836152
C: -3.858932 -2.034343 2.217078
C: -2.733759 -2.742214 1.830048
C: -2.730911 -3.494371 0.526131
H: 4.829518 -4.564567 -4.281384
H: 5.454730 -5.765372 -3.157661
H: 6.180334 -4.163057 -3.192149
H: 2.558825 -4.789717 -3.439053
H: 0.343178 -4.851545 -2.671555
H: -0.022710 -3.344655 -1.819133
H: 0.076332 -4.835880 -0.913988
H: 3.887891 -2.192386 1.714964
H: 5.442237 -2.980210 1.354689
H: 4.107177 -3.894623 2.074043
H: 5.795147 -3.782217 -0.808359
H: 2.511093 -5.778826 1.072922
H: 0.967194 -6.619949 2.799024
H: -0.943205 -5.233591 3.542433
H: -4.450735 4.541221 -0.125532
H: -4.087248 5.875801 1.926613
H: -2.229678 5.306546 3.448533
H: 0.356147 5.071049 1.307786
H: 1.827451 4.119645 1.123157
H: 1.828280 5.543401 2.153562
H: 2.848234 3.938862 3.808387
H: 3.624283 2.751047 5.742631
H: 2.582578 1.536765 6.493192
H: 2.503449 3.211435 7.019934
H: 0.009778 1.898558 6.254453
H: -2.207316 1.715045 5.658758
H: -2.567191 1.629424 3.926955
H: -2.826556 3.124355 4.811109
H: -1.299107 4.498140 -1.624028
H: -2.787941 5.089835 -2.335878
H: -1.547163 4.394758 -3.371924
H: -2.616862 2.551723 -4.351678
H: -3.442967 0.618780 -5.428258
H: -4.790297 -0.186873 -4.624091
H: -3.165862 -0.844188 -4.481780
H: -4.434613 -0.482902 -1.966275
H: -4.755002 -0.218688 0.297878
H: -4.914936 1.448911 0.861294
H: -3.433588 0.560617 1.161370
H: 0.441370 -2.415428 4.384891
H: -0.664326 -2.786565 5.702191
H: -0.330798 -1.109080 5.277091
H: -2.839919 -0.903029 5.222782
H: -5.001020 -0.060032 4.760812
H: -5.987106 -1.301731 3.989989
H: -5.454711 0.092630 3.061083
H: -4.723399 -2.021888 1.563011
H: -3.731124 -3.516916 0.096995
H: -2.399374 -4.526045 0.656062
H: -2.069878 -3.028024 -0.210996
C: 3.312805 2.555430 -3.344968
P: 3.265257 1.152138 -2.207223
C: 4.110661 1.674014 -0.696099
C: 4.351424 -0.079749 -2.981199
H: 4.336788 2.930484 -3.400553
H: 2.659123 3.351129 -2.992305
H: 2.994822 2.240988 -4.339438
H: 5.166415 1.852283 -0.909018
H: 4.018232 0.913395 0.078692
H: 3.647239 2.592502 -0.342008
H: 5.239217 0.425019 -3.366742
H: 3.838970 -0.580892 -3.799810
H: 4.658151 -0.817951 -2.240665
Br: 0.995919 -2.188161 -7.369326
C: 0.746631 -0.394642 -6.849589
C: 0.612158 0.566883 -7.843615
C: 0.428000 1.896404 -7.502614
C: 0.367104 2.274586 -6.170019
C: 0.490933 1.321636 -5.170411
C: 0.686329 -0.006117 -5.517223
I: 0.923658 -1.416165 -3.984503
H: 0.653606 0.265405 -8.880471
H: 0.326236 2.635827 -8.284998
H: 0.214706 3.311520 -5.902476
H: 0.412153 1.615777 -4.129835

Atoms 1-2, force components in eV/Å:
Pd -0.1 0.3 -0.4
C 0.0 0.1 0.0

Properties
Gap between HOMO and LUMO   5.3 eV
Energy relative to the best compared isomer or geometry (same formula, charge and spin)   0.0 kcal/mol
Total charge   +2
Energy   -307410.82889 eV
HOMO level   -12.4 eV

Record 2
The following is a quantum chemistry calculation of C57H66Cl5FIrNO3P2Si as an isolated structure at a distorted geometry, from the Open Molecules 2025 dataset.

Geometry (Å):
Ir: 0.349811 1.037912 0.836082
C: 3.296807 2.784370 1.989610
Si: 2.725059 1.596670 0.631975
C: 3.268796 2.066745 -1.076575
C: 4.023150 3.201324 -1.343977
C: 4.395350 3.497165 -2.648693
C: 4.002236 2.662199 -3.682420
C: 3.252552 1.523153 -3.419400
C: 2.877235 1.220109 -2.119502
P: 1.868674 -0.244331 -1.649920
C: 2.957235 -1.643277 -2.183915
C: 2.259984 -2.991248 -1.991604
C: 3.117217 -4.129622 -2.540881
C: 4.499744 -4.143190 -1.897173
C: 5.187288 -2.791242 -2.054747
C: 4.316205 -1.674528 -1.486015
C: 0.483432 -0.281513 -2.908078
C: -0.742985 -0.998891 -2.316139
C: -2.007807 -0.709636 -3.132479
C: -1.697483 -0.549313 -4.625486
C: -0.485442 -1.393529 -4.991053
C: 0.780280 -0.847009 -4.314634
C: 3.579824 0.004910 1.179233
C: 4.979184 -0.037991 1.148298
C: 5.672197 -1.115133 1.660205
C: 4.969270 -2.160491 2.246543
C: 3.591545 -2.110579 2.331451
C: 2.878017 -1.035145 1.778934
P: 1.055921 -0.867552 2.073114
C: 1.261477 -0.878849 3.992773
C: 1.064641 -2.216258 4.725099
C: -0.349140 -2.443782 5.245735
C: -0.699631 -1.326957 6.223241
C: -0.659320 0.012728 5.505684
C: 0.691369 0.271083 4.845265
C: 0.304509 -2.355735 1.182487
C: -1.216408 -2.320051 1.078840
C: -1.759351 -3.413113 0.159688
C: -1.301013 -4.795395 0.594178
C: 0.214972 -4.830981 0.661111
C: 0.750634 -3.764017 1.617054
H: 4.347954 2.552493 2.168755
H: 2.756499 2.607251 2.920163
H: 3.209250 3.840546 1.754251
H: 4.328295 3.859311 -0.542609
H: 4.979839 4.382930 -2.856857
H: 4.275150 2.900060 -4.701123
H: 2.960001 0.882263 -4.237936
H: 3.144276 -1.488723 -3.254570
H: 1.275059 -3.007637 -2.465619
H: 2.103757 -3.142539 -0.918583
H: 3.224079 -3.996616 -3.622341
H: 2.613304 -5.085782 -2.388022
H: 5.109436 -4.938966 -2.327577
H: 4.394949 -4.362673 -0.829386
H: 5.381884 -2.599894 -3.114473
H: 6.153972 -2.797496 -1.549090
H: 4.818476 -0.709690 -1.569079
H: 4.153991 -1.874068 -0.421773
H: 0.230432 0.777095 -3.011599
H: -0.891059 -0.692698 -1.284635
H: -0.553672 -2.076402 -2.302411
H: -2.486560 0.196391 -2.756308
H: -2.721703 -1.522826 -2.987311
H: -1.478272 0.497273 -4.855075
H: -2.563201 -0.823950 -5.226948
H: -0.335341 -1.414233 -6.071162
H: -0.660851 -2.428411 -4.683963
H: 1.185502 -0.049260 -4.938317
H: 1.531544 -1.639397 -4.289850
H: 5.529603 0.787101 0.710559
H: 6.752210 -1.143554 1.613114
H: 5.499541 -3.005676 2.664836
H: 3.090110 -2.891544 2.874965
H: 2.338396 -0.697164 3.972056
H: 1.727881 -2.185116 5.597382
H: 1.413250 -3.047521 4.119994
H: -0.403577 -3.416416 5.739112
H: -1.068274 -2.461003 4.419087
H: 0.029627 -1.339677 7.039401
H: -1.682036 -1.484720 6.669545
H: -0.887786 0.830118 6.193232
H: -1.442805 -0.003462 4.757198
H: 1.425107 0.420350 5.645025
H: 0.675614 1.199160 4.266140
H: 0.715100 -2.170012 0.177822
H: -1.540516 -1.348982 0.710674
H: -1.641966 -2.459837 2.075777
H: -1.417196 -3.222630 -0.869027
H: -2.849557 -3.357928 0.147285
H: -1.676464 -5.561879 -0.085208
H: -1.710105 -5.020604 1.583539
H: 0.631090 -4.666421 -0.337551
H: 0.562544 -5.811812 0.992922
H: 1.832989 -3.841677 1.642169
H: 0.364687 -3.981701 2.612623
Cl: 0.642095 4.320031 1.546666
C: -0.455460 3.406858 2.508782
C: -0.752424 2.050392 2.210477
C: -1.882892 1.533697 2.864707
Cl: -2.525612 0.008489 2.422250
C: -2.569216 2.244747 3.851287
Cl: -3.924312 1.548004 4.646630
C: -2.162173 3.523882 4.207905
Cl: -2.984550 4.386742 5.439305
C: -1.116820 4.117291 3.514054
Cl: -0.661663 5.731353 3.871925
C: -4.377475 5.755093 -2.715822
C: -5.006712 4.405890 -2.427356
C: -6.291345 4.515654 -1.619074
C: -6.982461 3.164211 -1.591074
C: -6.022817 2.073898 -1.198245
C: -6.497366 0.847945 -0.786144
C: -5.615551 -0.154123 -0.388761
F: -6.125505 -1.338717 -0.025101
C: -4.266116 0.046706 -0.335929
C: -3.758652 1.289804 -0.733698
C: -2.329305 1.535814 -0.638890
O: -1.619695 0.631495 -0.102785
C: -1.875637 2.778023 -1.150768
C: -2.784324 3.679015 -1.658321
N: -4.097315 3.478164 -1.703991
C: -4.626499 2.282458 -1.215453
C: -0.419346 3.109444 -1.279836
O: -0.042445 4.193644 -1.663904
O: 0.337226 2.071446 -1.025877
H: -5.121257 6.367697 -3.221789
H: -3.512603 5.690868 -3.372854
H: -4.087346 6.267304 -1.798227
H: -5.242605 3.907343 -3.377130
H: -6.937240 5.270672 -2.065675
H: -6.046279 4.844765 -0.606395
H: -7.399941 2.942214 -2.577636
H: -7.818326 3.169307 -0.890743
H: -7.560616 0.653466 -0.756380
H: -3.592432 -0.727797 0.002959
H: -2.397487 4.606056 -2.052224

Atoms 1-2, force components in eV/Å:
Ir 0.4 -1.3 -1.7
C -0.1 0.0 -0.3

Properties
Gap between HOMO and LUMO (spin up / spin down)   7.7 / 6.0 eV
Energy relative to the best compared isomer or geometry (same formula, charge and spin)   0.0 kcal/mol
Total charge   +1
2S+1   2
Energy   -162435.24517 eV
HOMO level (spin up / spin down)   -10.8 / -10.7 eV

Q: What is the energy in the second record?
A: -162435.24517 eV

Q: The lowest total charge belongs to which entry?
A: C57H66Cl5FIrNO3P2Si